Entry from OMol25: a structure of composition C28H39N3O7S at a distorted geometry (ωB97M-V with the def2-TZVPD basis set).

Geometry (Å):
C (0.836, 4.902, 1.804)
H (0.158, 4.129, 2.331)
O (0.325, 4.794, 0.417)
C (0.425, 3.807, -0.402)
C (0.885, 2.679, -0.116)
C (1.033, 1.612, -0.755)
C (0.618, 1.832, -1.970)
C (0.115, 2.779, -2.660)
C (0.080, 3.906, -1.782)
O (-0.500, 5.179, -2.174)
C (-1.464, 5.534, -1.433)
H (-1.258, 5.880, -0.554)
H (-2.508, 5.040, -1.696)
H (-1.870, 6.482, -2.018)
O (-0.276, 2.750, -3.978)
C (-0.872, 3.966, -4.401)
H (-1.170, 3.672, -5.527)
H (-0.291, 4.853, -4.434)
H (-1.939, 3.929, -4.052)
H (0.667, 0.809, -2.626)
C (1.592, 0.155, -0.366)
N (0.894, -0.929, -0.525)
C (-0.553, -1.107, -0.510)
C (-1.279, -0.131, 0.390)
C (-2.642, -0.553, 0.144)
C (-3.432, -1.364, -0.402)
C (-2.734, -2.009, -1.301)
C (-1.246, -2.190, -1.295)
H (-0.658, -2.581, -1.891)
H (-3.231, -2.855, -1.752)
S (-5.096, -1.619, -0.259)
O (-5.664, -0.262, 0.045)
O (-5.648, -2.146, -1.417)
N (-5.458, -2.479, 0.907)
C (-5.179, -2.083, 2.303)
C (-3.740, -2.709, 2.936)
H (-3.046, -2.075, 2.102)
H (-3.687, -2.173, 4.128)
C (-3.521, -4.065, 2.683)
C (-1.999, -4.460, 3.233)
H (-1.512, -3.820, 2.657)
H (-1.851, -5.420, 3.228)
H (-1.939, -4.092, 4.161)
C (-3.786, -4.264, 1.153)
C (-5.043, -4.019, 0.666)
H (-5.467, -4.146, -0.360)
H (-6.047, -4.492, 1.270)
H (-3.194, -3.831, 0.578)
H (-3.650, -5.617, 0.990)
H (-4.147, -4.563, 3.315)
H (-5.329, -1.142, 2.314)
H (-5.942, -2.679, 2.944)
H (-3.455, 0.179, 0.876)
H (-0.956, 0.677, 0.851)
H (1.086, -1.500, -1.253)
C (2.953, -0.073, -0.623)
O (3.229, -1.013, -1.590)
N (3.884, 1.004, -0.587)
H (3.529, 1.627, 0.030)
C (5.071, 0.905, -0.633)
H (5.498, 1.770, -1.465)
H (5.270, 0.044, -1.543)
C (5.977, 0.478, 0.317)
C (7.529, 0.101, 0.105)
H (8.014, 0.256, 0.873)
H (7.758, 0.490, -0.846)
C (7.090, -1.424, -0.106)
H (7.059, -1.879, -1.006)
C (5.877, -1.592, 0.608)
H (5.821, -2.356, 1.833)
O (5.388, -0.571, 1.282)
H (4.956, -2.077, -0.021)
H (7.994, -2.096, 0.291)
H (6.143, 1.145, 0.940)
H (1.521, 0.269, 0.755)
H (1.225, 2.401, 1.046)
H (0.844, 5.834, 2.084)
H (1.935, 4.587, 1.741)

Properties
LUMO energy (Ha): 0.0029
Energy relative to the best compared isomer or geometry (same formula, charge and spin) (kJ/mol): 108.1
Frontier orbital gap (Eh): 0.319
E (eV): -59275.75935